C72H180N12O24 | ωB97M-V/def2-TZVPD

```
288
Properties=species:S:1:pos:R:3:forces:R:3
O -2.872369 10.630784 -3.815396 -0.122 0.059 0.226
O 1.192135 -5.439512 -1.897685 0.679 1.398 -0.443
O 3.227587 -2.141445 1.606735 -1.838 1.338 0.477
O 4.028388 0.554388 -1.672956 0.842 0.475 1.135
O -1.428057 -2.618309 5.065393 -0.140 0.344 -0.228
O 1.625327 3.837237 0.500493 -0.557 1.557 0.800
O -2.969388 0.801058 -0.033920 -0.780 -0.096 0.620
O 1.987450 2.936358 5.210295 -0.413 1.480 -0.157
O 6.847751 3.503325 1.859811 0.750 -0.419 0.569
O -0.933412 8.870962 0.392400 -0.466 1.003 0.012
O -2.703078 -3.553187 -4.546776 0.597 0.818 1.009
O 8.040163 4.391344 -5.368945 -0.019 1.220 0.136
O -0.558893 9.796139 5.846711 1.439 -0.878 0.571
O -1.769929 5.486323 3.563486 -0.001 1.722 0.118
O 5.629465 -8.484507 1.643103 1.357 -0.359 -0.163
O -0.456616 -6.628042 2.835066 0.071 0.487 0.205
O -0.580867 -12.366415 -3.776584 0.026 -0.936 -1.378
O -4.770315 -5.433768 0.119694 -0.342 -0.725 -0.962
O -3.438694 6.299975 -5.244299 -0.805 -0.837 -0.966
O -9.336137 -10.401092 0.492024 1.329 0.964 -0.094
O 3.883474 6.788575 2.587785 0.061 0.973 0.465
O -2.188237 -7.998723 -1.935778 -0.476 -0.761 -0.977
O -1.227107 -2.060890 -0.558847 2.277 -0.572 0.712
O -0.004988 5.908908 -2.562319 0.327 1.504 -0.384
N -3.667774 8.802396 -1.506353 0.183 -0.532 0.648
N -2.032210 -10.045007 -4.236025 -1.611 0.152 -0.232
N 6.288138 3.107528 -3.283459 -2.442 -1.695 -2.260
N -0.699490 6.758589 6.144297 0.286 -0.126 -0.879
N -0.239010 0.626714 0.560660 0.027 -0.921 0.061
N -0.448077 0.187563 5.090568 1.398 0.431 -1.163
N -5.997297 -8.928499 -0.454001 -2.427 -0.732 -0.566
N 1.955541 -4.913868 3.544036 -2.015 -0.180 2.141
N -2.459619 4.452824 -3.427848 1.627 0.159 -0.751
N 5.759941 5.730662 0.742584 0.012 -0.645 -1.743
N 2.204363 -7.058721 1.165233 3.256 -0.791 -0.768
N -2.527630 -0.949192 -2.545299 -0.185 0.285 -0.736
C 7.029689 -8.114370 1.735202 -0.952 -0.363 0.678
C -2.871769 4.942153 2.880168 0.915 -0.767 -0.792
C -2.266977 8.402866 0.628453 0.379 0.432 -0.898
C 5.043891 2.393853 -2.913094 0.669 1.139 0.833
C -3.470072 6.854147 -6.533803 0.033 1.494 -0.263
C -1.748929 -3.276416 -0.072299 -0.162 -0.325 0.422
C 7.175390 3.829666 0.500582 -0.468 -1.640 0.466
C 1.162311 4.686766 1.659086 0.943 -1.608 -0.899
C -2.106970 4.808244 -2.075472 1.403 -0.323 -0.098
C 3.340757 7.740354 3.531613 -0.646 -0.665 -0.734
C -9.911417 -11.674049 0.496361 0.055 -0.196 -0.033
C -0.615789 -5.366145 3.466372 1.462 -0.044 -0.035
C -1.819407 -6.770073 -1.379910 0.243 0.313 0.849
C 6.028846 4.584111 -0.112220 0.957 0.753 0.501
C 1.379719 -4.273392 -2.717639 -0.636 -0.615 0.290
C -0.174354 5.514480 5.491723 -1.735 0.753 -0.340
C -1.764289 -1.328448 -3.742473 -1.012 -0.827 0.898
C -5.716060 -6.380530 -0.495373 -0.055 -0.385 1.960
C -2.802513 0.453586 -2.528733 -1.074 0.734 1.755
C 3.336491 -0.140486 -2.670739 0.175 0.509 -1.360
C -3.628533 0.974203 -1.267869 0.817 0.226 -2.113
C -1.964222 10.057237 -2.898774 0.105 -0.923 0.160
C -1.632384 -2.863802 -3.855570 -0.422 0.517 -1.387
C 0.011137 1.991928 0.266964 0.415 1.256 0.382
C -3.277674 9.254487 -0.155613 0.080 0.485 -0.154
C 8.383352 3.234329 -4.627275 -0.909 -0.048 -1.443
C 0.651573 -5.131394 4.290179 0.154 -0.623 0.189
C 4.464086 6.224015 0.328881 0.131 1.372 1.985
C 1.354148 6.298436 -2.309418 -1.158 -0.116 -0.176
C 1.464563 2.431719 0.602318 -0.419 0.301 -0.529
C 5.965093 2.404281 2.109537 -1.413 1.352 -0.966
C 1.234489 1.891962 5.727507 -0.528 -0.627 -1.041
C -2.556201 -11.354325 -4.598387 0.424 -0.253 -1.173
C -3.842047 4.547379 -3.750977 -0.598 -1.056 -0.527
C -2.521919 8.702684 -2.437129 -0.954 0.554 0.208
C -5.207184 -4.099730 0.238996 -1.247 0.109 0.538
C -0.573710 4.844864 -1.832781 -0.431 0.340 -0.453
C -4.129714 5.047360 -5.188731 0.863 -0.040 2.475
C 5.251564 1.209601 -1.933111 -0.554 -0.492 0.316
C 2.049184 -6.925807 -0.336199 -2.235 -0.129 2.733
C -3.145245 -9.115799 -3.961479 0.869 -0.296 0.570
C -0.990123 -0.546165 3.927919 -0.441 0.012 1.715
C 9.166205 5.052351 -6.044632 0.359 -1.352 0.401
C 0.595803 10.410603 5.240734 -1.430 1.214 0.478
C -1.312520 4.767418 4.684251 0.406 -0.111 0.832
C -2.355219 -3.370239 5.805847 0.448 -0.866 -0.354
C -2.069828 -1.587990 4.361765 1.611 1.810 -1.477
C 3.309196 -8.022194 1.454986 0.410 0.614 1.035
C 0.073792 8.210264 1.109976 -1.287 -0.746 0.212
C -1.401960 -12.263709 -4.907358 -0.821 0.466 -0.414
C -2.670744 -7.864711 -3.288587 -0.212 1.287 0.601
C 4.359636 -1.546627 1.134842 1.395 -0.130 -0.348
C 7.082537 2.438314 -4.292159 2.700 0.294 0.922
C 0.348641 7.650836 6.657406 -0.913 -0.089 0.920
C -2.459635 11.905896 -4.282555 -0.429 -0.724 -0.065
C -3.752391 -3.953523 -3.697795 -0.388 -0.806 0.074
C 0.470814 -0.261130 -0.340024 0.034 -1.917 1.618
C -7.411889 -8.974789 0.059400 0.840 -0.086 0.304
C 4.755317 -7.502285 1.160912 -0.834 -0.092 -0.147
C 3.182063 2.641649 4.588985 1.307 0.121 -0.074
C 0.703559 0.998012 4.566065 -0.554 -0.245 1.581
C 0.060455 -1.767944 0.041450 0.402 2.227 -0.940
C 1.895276 -3.688265 2.816785 0.782 -0.002 -0.810
C 1.846739 -5.436972 -0.636387 0.129 -1.194 -1.036
C 4.068163 7.343344 1.295726 -1.213 -0.788 -0.643
C 3.286523 -3.410824 2.211147 -0.799 0.163 -1.013
C -1.643163 -7.263780 2.480366 -0.349 -0.490 -0.677
C 0.568799 -13.125102 -4.123437 0.527 0.147 1.718
C -0.209158 9.049595 7.039508 -0.208 -0.501 -0.818
C -3.720495 1.256884 1.115427 0.090 -0.226 -0.710
C -8.004054 -10.354201 -0.113116 -1.715 -0.654 -0.559
C -5.183175 -7.792831 -0.162304 1.191 0.837 -0.258
H 1.531555 0.406085 4.176019 0.064 -0.602 0.084
H 0.698516 7.120971 7.543377 0.391 0.363 0.329
H 1.203898 -3.841776 1.988204 -0.154 0.608 -0.461
H 5.148689 -1.538161 1.886788 0.303 -0.006 0.174
H -1.792455 -13.170203 -5.369841 -0.102 -1.035 0.971
H 6.207187 1.447245 1.647403 0.671 -0.060 0.287
H -0.687826 -4.543802 2.754576 -0.237 -0.025 -0.555
H -3.187130 5.580209 2.054622 -0.218 0.734 0.621
H 5.598514 1.565147 -0.962896 -0.146 0.205 -0.055
H 4.926701 -6.538481 1.640316 -0.165 0.184 0.412
H 1.246546 -4.913115 0.107561 -0.266 -0.322 0.232
H -2.492641 4.109870 2.287141 -0.089 -0.882 0.181
H 0.430060 -13.913529 -4.863205 -0.393 0.058 0.001
H -1.103837 -7.013087 -0.594412 0.641 0.254 -0.379
H 8.967812 6.016268 -6.513254 -0.828 -0.165 0.514
H 0.832335 -13.554701 -3.156955 0.451 -0.437 -0.235
H 7.474624 -7.615151 0.874438 -0.487 0.175 -0.279
H -2.693778 -2.783823 6.660012 -0.325 -0.338 0.072
H -2.323403 -6.599168 1.947759 -0.185 0.144 -0.027
H -1.772403 10.720821 -2.055595 0.028 0.184 0.127
H -3.389445 0.796714 -3.380711 -0.194 -0.265 -0.205
H -0.999576 3.798117 4.296131 0.572 -0.329 0.339
H 4.951247 -7.326830 0.103119 -0.171 -0.080 -0.410
H -5.219668 5.058246 -5.188010 -0.173 0.715 -0.704
H 7.137725 -7.506835 2.633717 0.192 0.332 -0.069
H 7.438282 1.501409 -3.863493 -0.217 -0.312 -0.079
H -4.106339 9.387326 0.539920 -0.697 -0.554 -0.502
H 1.509143 9.857495 5.021718 -0.437 -0.821 -0.150
H 1.836545 1.354110 6.459859 0.052 -0.578 -0.001
H -0.769920 -3.028423 -4.501443 0.086 -0.203 0.019
H -1.492188 -5.258382 4.105449 -0.139 -0.611 0.082
H 8.144269 4.328443 0.476388 -0.308 0.416 0.321
H 0.394396 2.310754 6.281530 -0.039 0.171 -0.197
H 0.143924 10.887331 4.370884 0.578 -0.131 -0.310
H -2.577745 -3.652412 -0.672113 -0.269 0.672 0.007
H 0.368261 -0.028933 -1.400056 -0.553 -0.098 -0.469
H -8.044512 -8.215908 -0.401031 0.168 -0.103 -0.368
H -4.669666 0.735352 1.238579 -0.059 -0.323 -0.272
H -2.922421 8.217272 -3.327117 0.243 -0.230 -0.102
H 2.492146 -0.714072 -2.288411 0.457 -0.040 0.498
H -3.332895 -11.792402 -3.971551 0.320 -0.061 0.992
H -1.013284 9.837436 -3.384046 0.333 0.230 -0.230
H -5.973837 -6.209777 -1.540596 0.670 0.177 -0.235
H -1.215928 0.451081 0.373872 -0.340 0.065 0.262
H -0.017247 -0.430759 5.762995 -0.291 -0.560 0.123
H -5.636161 -3.684411 -0.672923 0.440 0.053 -0.382
H -2.902921 7.784661 -6.509627 0.349 -0.101 0.167
H 0.908850 -2.393895 -0.235144 -0.388 -0.618 -0.719
H 7.337977 2.890330 -0.027923 0.056 -0.377 -0.331
H -6.668064 -6.351672 0.034666 -0.249 0.628 0.196
H 6.274482 4.946629 -1.110393 0.261 0.071 -0.310
H 3.502886 3.518948 4.027279 -0.222 0.103 -0.182
H -0.114390 8.242225 2.183134 0.199 0.480 0.385
H -3.508120 -7.168540 -3.241140 -0.380 0.123 -0.103
H -2.023333 -3.074732 0.963140 -0.392 -0.483 0.177
H 4.008871 -0.747913 -3.276587 0.016 -0.372 0.102
H -1.460684 11.811963 -4.708429 0.159 0.306 -0.076
H -2.585602 8.401576 1.670848 0.555 0.329 0.390
H 6.053576 0.584521 -2.325717 -0.176 -0.542 -0.226
H 0.920709 11.216758 5.898507 0.104 0.216 0.157
H 0.816913 -5.992284 4.937963 -0.075 -0.259 -0.142
H 0.294474 -4.370368 4.984020 1.131 0.816 -0.108
H 4.216018 -0.518470 0.802601 -0.618 0.092 0.273
H 0.367081 1.523693 3.672452 -0.182 0.700 0.326
H 7.616201 -9.017949 1.901468 -0.312 -0.146 -0.052
H -3.089851 -11.389797 -5.548156 -0.120 0.983 -0.419
H 4.142425 -3.518640 2.877423 -0.150 0.019 0.342
H -0.388462 4.962907 -0.765145 0.074 -0.067 0.173
H -2.137711 4.569913 5.368469 -0.235 0.081 0.176
H -4.899003 -7.856903 0.888053 0.078 0.803 0.391
H 1.219640 7.792079 6.017471 0.082 -0.065 -0.468
H 8.944124 3.419835 -3.711178 0.174 0.197 0.005
H -3.767887 4.332334 -5.927590 0.173 0.096 -0.197
H 1.052688 8.615242 0.853352 -0.188 -0.129 -0.084
H 1.409618 -3.322326 -2.185978 -0.371 0.000 0.550
H -2.455752 -1.896588 3.390203 -0.554 -0.718 0.022
H -7.365279 -11.140226 0.289667 0.163 0.001 0.493
H 2.348259 8.061146 3.215169 -0.183 0.159 -0.469
H -4.471831 -3.434531 0.691610 0.614 -0.383 -0.587
H -4.456088 7.211728 -6.830474 -0.445 -0.419 0.060
H -1.415449 -3.272655 -2.868717 -0.229 -0.219 0.082
H 5.638209 2.354390 3.148177 1.220 -0.181 0.295
H -1.915799 -7.347247 -3.880508 0.348 -0.148 -0.152
H -3.180369 12.174500 -5.054878 0.168 0.143 -0.008
H 1.621939 7.145212 -2.941379 -0.290 -0.391 -0.788
H 3.938455 8.646021 3.634648 0.359 -0.219 0.204
H -10.007539 -12.095281 -0.504352 0.118 -0.046 -0.286
H -4.254571 -3.165816 -3.136159 0.113 0.364 -0.251
H 0.648404 5.700165 4.801291 0.296 0.126 -0.051
H -0.884821 -11.906620 -5.797951 0.617 0.883 0.202
H 3.375604 -4.080861 1.356044 0.469 -0.782 0.273
H 8.940442 2.617137 -5.332131 0.390 -0.504 0.434
H -3.013129 10.299496 -0.317003 1.153 0.160 0.800
H -0.741466 -0.951760 -3.736125 0.369 0.399 0.020
H -7.513997 -8.803843 1.131050 0.371 0.346 0.425
H -9.308580 -12.349795 1.103042 -0.050 -0.279 0.126
H -4.469276 -4.509830 -4.301696 -0.143 0.338 -0.233
H 1.375032 5.736460 1.456615 0.292 -0.312 -0.361
H 2.886105 0.589825 -3.342986 -0.211 0.157 -0.343
H 2.742845 -7.498307 -0.951969 0.580 0.583 0.320
H -1.990414 -1.140789 -1.711762 -0.106 -0.356 -0.149
H -2.563726 -6.219145 -0.804959 -1.069 -0.337 -0.201
H 3.171065 -9.037033 1.082000 -0.025 0.025 -0.953
H 1.976411 5.426571 -2.511227 0.508 0.140 0.353
H 4.634995 1.959911 -3.825563 0.020 0.025 -0.304
H -2.304029 7.354820 0.331260 -0.234 -0.302 -0.339
H -0.072076 7.151117 0.897796 0.764 -0.411 -0.303
H -2.488946 12.650952 -3.487474 0.156 0.101 0.099
H 1.870250 2.054981 1.541243 -0.661 -0.084 0.645
H 3.990902 2.481837 5.301962 0.117 -0.209 0.448
H -5.494555 -9.719122 -0.076830 -0.135 -0.243 -0.133
H 0.176157 4.924415 6.338518 0.084 -0.531 -0.404
H 1.765582 4.350846 2.502489 -0.188 0.176 0.299
H -1.115149 8.984029 7.641983 -0.142 -0.285 -0.229
H -2.853781 -1.071802 4.915910 -0.044 -0.165 0.321
H 0.490074 9.608781 7.661193 0.384 0.067 -0.170
H -1.461255 -10.150829 -3.409635 0.034 0.006 0.186
H -4.367499 5.146951 -3.007652 -0.335 0.259 -0.111
H -4.269039 -7.944251 -0.736344 0.214 0.049 0.069
H 0.494159 -4.296816 -3.352736 0.436 0.264 -0.258
H -2.301612 -0.881833 -4.579092 0.208 -0.294 -0.361
H -3.693920 4.601795 3.509703 -0.038 0.236 0.134
H -3.135976 1.062208 2.014622 0.206 0.149 -0.206
H -8.168447 -10.644422 -1.150832 0.291 0.253 -0.377
H -4.199456 3.518421 -3.710832 -0.813 -0.077 0.146
H 3.123133 7.685567 0.873921 -0.549 0.342 0.334
H -1.774218 8.058935 -1.973854 0.199 0.183 -0.207
H 3.747367 5.404402 0.380445 -0.567 0.110 -0.193
H 5.716347 5.363356 1.682415 -0.169 0.253 0.348
H 5.148730 3.952753 -0.234307 -0.328 -0.408 0.116
H 1.401106 -12.487031 -4.420448 -0.053 0.185 -0.296
H 2.170858 1.993129 -0.102580 -0.007 0.181 -0.482
H -2.159114 -7.721527 3.324386 -0.062 0.142 0.287
H -6.013277 -3.995376 0.965225 -0.492 -0.450 0.206
H 4.440114 6.704776 -0.649076 0.431 -0.354 -0.318
H -3.140816 -3.756678 5.156547 -0.639 0.514 0.022
H -2.429895 3.994050 -1.426704 -0.454 0.146 0.351
H -3.639982 -8.814583 -4.884857 0.196 -0.016 -0.228
H 4.988771 2.674062 1.706904 -0.399 -0.026 -0.685
H -1.855860 -4.303217 6.067202 0.227 0.237 0.734
H 0.100278 4.621651 1.895621 -0.093 -0.371 -0.209
H -2.538264 5.771096 -1.801568 -0.159 0.135 0.435
H -4.662274 0.629354 -1.291814 0.015 -0.484 0.323
H -0.196265 -1.014284 3.345893 0.048 -0.376 -0.138
H 2.807246 -4.921675 -0.636361 0.299 0.087 -0.354
H 2.302162 -4.259062 -3.298140 0.150 -0.598 -0.174
H -1.375081 -8.069871 1.797413 -0.052 -0.069 -0.053
H -3.433149 -4.702066 -2.972626 0.454 -0.036 0.342
H -0.109086 3.928266 -2.196202 -0.056 -0.418 0.198
H -3.974046 2.312913 1.022582 0.246 0.212 0.019
H 2.002189 -5.671355 2.877592 0.300 -0.293 -0.229
H 4.341567 3.104047 -2.476681 0.055 0.005 -0.071
H 6.518241 2.211257 -5.196658 -0.389 0.251 -0.009
H 1.491624 -2.878334 3.424396 0.364 0.127 0.164
H -3.652524 2.022325 -1.566131 -0.303 0.582 0.594
H 6.144287 4.053710 -3.606198 0.137 1.056 0.872
H -4.249180 9.554942 -1.846560 -0.393 -0.142 -0.332
H -1.059830 -4.120607 -0.096584 0.663 0.139 0.034
H 1.539552 -0.166526 -0.147788 0.203 -0.197 0.164
H 4.728314 8.209213 1.244950 0.479 -0.159 0.326
H -3.062401 6.249521 -7.343943 0.067 -0.497 0.209
H 3.209364 1.779996 3.921969 -0.481 -0.151 -0.181
H 3.111574 7.224160 4.463877 0.743 -0.019 0.086
H -1.378486 0.270212 3.318989 -0.494 -0.397 -0.360
H 4.743474 -2.054550 0.250093 0.287 -0.380 -0.272
H -10.920630 -11.601943 0.901795 0.138 0.114 0.149
H 1.504526 6.788555 -1.347508 -0.099 -0.815 0.745
H -0.303183 2.212365 -0.753191 0.723 0.217 -0.686
H 1.382875 -7.353123 1.673734 -0.366 -0.051 -0.502
H -1.305090 7.280970 5.527474 0.021 -0.040 -0.396
H -3.932646 -9.554916 -3.348895 -0.140 -0.309 0.273
H -1.482300 -6.039119 -2.114866 0.669 -0.247 -0.128
H 10.008586 5.155407 -5.360605 -0.107 0.201 0.236
H 9.520267 4.392927 -6.837033 -0.091 -0.152 -0.145
H 0.072237 -1.854912 1.127907 -0.597 0.220 0.172
H 1.126437 -7.495489 -0.446214 -0.423 0.498 -1.032
H -1.914466 1.085044 -2.555953 0.589 0.169 0.013
H -1.968898 5.033581 -4.092698 0.377 0.270 0.220
H 3.335136 -8.257972 2.518869 -0.154 0.499 0.356
H -0.663638 2.661377 0.800463 -0.085 -0.202 0.650
```
Positions in Å, forces in eV/Å.

**Net charge**: +1
**Total energy**: -144574.5811 eV
**Multiplicity**: 2
**Energy above the lowest of the compared OMol25 structures with the same formula, charge and spin**: 56.0 kcal per mole
**Expectation value of S²**: 0.755
**HOMO energy (spin up / spin down)**: -9.64 / -9.64 eV
**HOMO-LUMO gap (spin up / spin down)**: 7.1927 / 1.7265 eV